1.
DFT (wB97M-V/def2-TZVPD) results for a single C18H26O6 molecule.

The calculation puts the calculated total energy at -1152.93468 Ha. The calculation puts the gap between HOMO and LUMO at 8.89 eV. Its lowest unoccupied orbital energy is 0.77 eV. The energy above the lowest of the compared OMol25 structures with the same formula, charge and spin comes out at 30.78 kcal per mole. As for the net charge: 0.

Last column: Löwdin charge in e.
Atoms and positions in Å:
C  -4.976  -2.705  -1.015  -0.116
C  -4.592  -1.268  -1.346  -0.272
C  -4.407  -0.425  -0.087  -0.229
C  -4.008  1.011  -0.418  -0.207
C  -3.796  1.880  0.821  -0.192
C  -2.549  1.503  1.634  -0.141
C  -1.291  1.654  0.826  -0.167
C  -0.770  2.912  0.566  -0.022
C  0.372  3.087  -0.189  0.001
C  1.026  1.977  -0.710  -0.250
O  2.158  2.233  -1.438  -0.022
C  2.953  1.153  -1.840  -0.084
C  3.465  0.288  -0.687  -0.498
O  3.816  -0.857  -0.832  0.100
O  3.496  0.955  0.450  -0.004
C  3.901  0.241  1.614  -0.014
C  0.515  0.706  -0.479  0.064
C  -0.629  0.542  0.293  -0.191
O  -1.180  -0.682  0.573  -0.036
C  -0.618  -1.834  0.018  -0.083
C  0.762  -2.180  0.575  -0.483
O  1.277  -1.652  1.524  0.127
O  1.297  -3.172  -0.129  -0.020
C  2.598  -3.612  0.263  -0.027
H  -5.095  -3.292  -1.924  0.066
H  -4.209  -3.173  -0.401  0.063
H  -5.914  -2.732  -0.465  0.071
H  -3.662  -1.264  -1.919  0.105
H  -5.367  -0.821  -1.973  0.108
H  -3.635  -0.882  0.532  0.094
H  -5.339  -0.419  0.485  0.119
H  -3.090  1.006  -1.010  0.112
H  -4.792  1.462  -1.032  0.114
H  -4.674  1.806  1.467  0.110
H  -3.701  2.921  0.504  0.107
H  -2.495  2.163  2.503  0.118
H  -2.631  0.478  1.990  0.107
H  -1.270  3.777  0.976  0.120
H  0.779  4.067  -0.378  0.117
H  2.442  0.502  -2.563  0.144
H  3.821  1.598  -2.337  0.148
H  4.100  0.992  2.374  0.097
H  4.797  -0.346  1.403  0.099
H  3.095  -0.422  1.934  0.079
H  1.020  -0.158  -0.879  0.110
H  -1.299  -2.649  0.287  0.148
H  -0.562  -1.785  -1.078  0.147
H  2.748  -4.575  -0.216  0.094
H  2.651  -3.705  1.349  0.098
H  3.343  -2.892  -0.080  0.074


2.
DFT (wB97M-V/def2-TZVPD) results for a molecular structure, C18H27AlF3O7 at a distorted geometry.

The calculation puts the calculated total energy at -1770.79654 Ha. The calculation puts the gap between HOMO and LUMO at 6.57 eV. Its lowest unoccupied orbital energy is 1.98 eV. As for the net charge: -1.

Last column: Löwdin charge in e.
Atoms and positions in Å:
O  4.431  -3.907  -2.580  -0.034
C  3.524  -3.111  -2.745  -0.417
C  3.628  -1.797  -3.423  -0.247
Al  2.341  -0.451  -2.513  0.366
C  0.732  -0.305  -3.818  -0.287
C  0.030  -1.688  -3.862  -0.223
C  -0.771  -1.928  -2.616  -0.248
F  -0.907  -0.914  -1.744  0.050
C  -1.402  -3.055  -2.322  -0.311
F  -1.318  -4.190  -3.009  0.115
F  -2.212  -3.154  -1.256  0.091
H  2.512  -3.363  -2.365  0.082
H  4.660  -1.453  -3.480  0.042
H  3.276  -1.964  -4.450  0.055
H  2.972  0.967  -2.314  -0.088
H  1.765  -1.147  -1.173  -0.055
H  0.049  0.479  -3.491  0.027
H  1.139  -0.061  -4.801  0.032
H  -0.599  -1.766  -4.751  0.103
H  0.835  -2.422  -3.906  0.084
O  -3.773  -7.952  3.107  0.111
C  -3.652  -7.141  2.236  -0.493
O  -4.663  -6.326  1.847  0.020
C  -4.253  -5.538  0.712  -0.152
C  -2.735  -5.520  0.764  -0.157
C  -2.424  -6.881  1.384  -0.073
H  -4.632  -6.015  -0.195  0.126
H  -4.686  -4.544  0.791  0.124
H  -2.275  -5.357  -0.205  0.101
H  -2.397  -4.728  1.432  0.124
H  -2.349  -7.667  0.631  0.130
H  -1.528  -6.863  1.997  0.125
O  3.277  2.211  -0.494  0.057
C  2.625  2.174  0.503  -0.493
O  2.239  1.018  1.101  0.006
C  1.373  1.297  2.209  -0.154
C  1.681  2.732  2.612  -0.159
C  2.059  3.358  1.274  -0.078
H  0.340  1.170  1.878  0.128
H  1.574  0.586  3.008  0.121
H  0.854  3.228  3.114  0.080
H  2.542  2.751  3.283  0.119
H  1.184  3.738  0.741  0.121
H  2.807  4.141  1.376  0.118
O  -0.033  5.027  3.969  0.111
C  -0.361  5.749  3.075  -0.488
O  -1.204  5.358  2.091  0.027
C  -1.323  6.392  1.100  -0.152
C  -0.927  7.677  1.816  -0.156
C  0.102  7.171  2.824  -0.072
H  -0.654  6.154  0.270  0.127
H  -2.345  6.415  0.730  0.124
H  -0.551  8.444  1.142  0.114
H  -1.788  8.087  2.345  0.116
H  1.108  7.140  2.403  0.131
H  0.100  7.744  3.746  0.123


3.
DFT (wB97M-V/def2-TZVPD) results for a molecular structure, C18H27BBeCl6F10N6O4S2 at a distorted geometry.

The calculation puts the calculated total energy at -5926.98254 Ha. The calculation puts the gap between HOMO and LUMO at 1.84 eV. Its lowest unoccupied orbital energy is -8.59 eV. The energy above the lowest of the compared OMol25 structures with the same formula, charge and spin comes out at 223.28 kcal per mole. As for the net charge: 0.

Last column: Löwdin charge in e.
Atoms and positions in Å:
Be  4.992  3.175  1.954  0.895
B  9.573  2.115  0.114  -1.388
F  10.522  1.890  -0.829  0.192
F  8.984  3.343  0.049  0.134
F  8.638  1.110  -0.058  0.152
F  10.091  1.960  1.391  0.146
C  -1.778  0.549  2.963  -0.604
F  -1.674  1.419  3.948  0.175
F  -1.315  -0.652  3.336  0.114
F  -3.078  0.369  2.693  0.159
S  -0.675  1.143  1.421  0.736
O  -1.475  1.172  0.185  -0.276
O  -0.220  2.488  1.796  -0.304
N  0.776  0.117  1.462  -0.152
S  0.281  -1.146  0.592  0.651
O  -1.096  -1.623  0.864  -0.250
O  0.597  -0.925  -0.844  -0.202
C  1.362  -2.612  1.257  -0.618
F  1.179  -2.831  2.605  0.113
F  1.040  -3.752  0.632  0.152
F  2.624  -2.373  1.038  0.172
C  1.208  3.701  -5.260  -0.078
C  2.261  3.872  -4.311  -0.306
N  3.124  4.111  -3.575  0.120
H  0.704  4.648  -5.452  0.091
H  0.547  2.999  -4.751  0.086
H  1.550  3.238  -6.186  0.089
C  -4.210  7.681  -2.712  -0.071
C  -3.027  8.607  -2.470  -0.253
N  -2.131  9.276  -2.218  0.110
H  -5.090  8.160  -3.140  0.073
H  -4.503  7.035  -1.883  0.074
H  -3.951  6.954  -3.482  0.067
C  -0.287  6.318  8.893  -0.074
C  0.741  5.540  8.134  -0.253
N  1.487  4.849  7.486  0.092
H  0.107  7.329  8.990  0.077
H  -0.472  5.943  9.900  0.079
H  -1.181  6.251  8.273  0.079
C  -7.090  -0.837  -3.682  -0.091
C  -6.412  0.089  -4.535  -0.289
N  -5.880  0.900  -5.194  0.123
H  -7.945  -1.302  -4.172  0.086
H  -7.675  -0.317  -2.924  0.082
H  -6.370  -1.468  -3.159  0.088
C  -10.724  3.491  1.027  -0.064
C  -10.564  4.773  0.299  -0.296
N  -10.487  5.758  -0.246  0.124
H  -9.708  3.100  1.064  0.074
H  -11.200  2.759  0.373  0.079
H  -11.143  3.685  2.014  0.083
Cl  8.667  -8.314  -2.694  0.523
C  7.025  -8.953  -2.912  -0.630
C  7.128  -10.352  -3.622  -0.652
Cl  7.937  -11.535  -2.555  0.521
H  6.593  -8.162  -3.526  0.061
H  6.677  -9.119  -1.893  0.055
H  7.704  -10.334  -4.547  0.058
H  6.183  -10.766  -3.974  0.064
Cl  -8.589  -6.367  7.270  0.529
C  -6.952  -6.225  7.973  -0.640
C  -6.390  -4.751  7.922  -0.611
Cl  -4.767  -4.490  8.729  0.484
H  -6.348  -6.853  7.319  0.058
H  -6.967  -6.613  8.992  0.066
H  -7.133  -4.078  8.351  0.059
H  -6.184  -4.446  6.896  0.054
Cl  6.280  -2.338  -6.861  0.543
C  7.478  -1.441  -5.921  -0.672
C  8.617  -1.065  -6.814  -0.670
Cl  9.796  -2.382  -7.140  0.515
H  7.669  -1.960  -4.982  0.079
H  6.997  -0.512  -5.612  0.072
H  9.246  -0.347  -6.287  0.067
H  8.306  -0.674  -7.783  0.067


4.
DFT (wB97M-V/def2-TZVPD) results for 11 unconnected molecules or ions with the total composition C18H27BrCl20NO3 at a distorted geometry.

The calculation puts the calculated total energy at -12760.13486 Ha. The calculation puts the gap between HOMO and LUMO at 7.55 eV. Its lowest unoccupied orbital energy is -4.44 eV. As for the net charge: +1.

Last column: Löwdin charge in e.
Atoms and positions in Å:
O  -0.843  3.774  -0.607  0.044
C  -1.207  2.716  -0.991  -0.789
Br  -2.859  2.594  -1.998  0.791
C  -0.373  1.471  -0.736  -0.162
O  -0.391  0.526  -1.822  -0.012
C  0.772  0.515  -2.524  -0.437
O  1.414  -0.457  -2.715  0.221
C  1.202  1.856  -3.080  -0.065
C  0.259  2.610  -3.781  0.013
C  0.633  3.846  -4.260  -0.135
N  1.887  4.275  -4.055  0.108
C  2.809  3.555  -3.403  -0.033
C  2.499  2.316  -2.883  -0.012
H  -0.814  0.945  0.111  0.070
H  0.640  1.752  -0.454  0.139
H  -0.737  2.215  -3.913  0.106
H  -0.094  4.453  -4.770  0.117
H  2.134  5.185  -4.430  0.161
H  3.804  3.964  -3.305  0.091
H  3.232  1.706  -2.329  0.040
C  -2.933  -1.266  0.018  -1.030
Cl  -2.812  -0.286  1.493  0.531
Cl  -4.011  -2.640  0.224  0.559
H  -3.309  -0.642  -0.786  0.016
H  -1.946  -1.640  -0.227  -0.041
C  6.367  0.232  -2.476  -0.952
Cl  5.415  -1.247  -2.513  0.552
Cl  5.330  1.666  -2.689  0.576
H  6.866  0.311  -1.517  0.036
H  7.092  0.210  -3.280  0.034
C  -1.010  -4.133  1.806  -1.034
Cl  0.253  -4.967  2.717  0.511
Cl  -0.461  -3.719  0.171  0.535
H  -1.876  -4.780  1.728  -0.035
H  -1.272  -3.218  2.328  0.006
C  -5.177  -6.039  1.513  -1.056
Cl  -4.068  -6.607  0.254  0.512
Cl  -4.303  -5.520  2.961  0.510
H  -5.742  -5.198  1.127  0.004
H  -5.849  -6.846  1.786  -0.079
C  -0.024  1.206  3.611  -0.994
Cl  -0.351  2.665  2.676  0.556
Cl  0.900  0.030  2.655  0.538
H  0.550  1.466  4.494  0.038
H  -0.968  0.758  3.898  -0.041
C  -8.701  -6.399  3.622  -0.983
Cl  -8.320  -4.772  3.044  0.521
Cl  -7.850  -7.640  2.692  0.566
H  -8.401  -6.479  4.660  0.030
H  -9.767  -6.563  3.523  0.027
C  1.824  4.645  -8.173  -0.952
Cl  0.982  3.651  -6.968  0.621
Cl  2.985  5.726  -7.392  0.527
H  2.353  3.991  -8.856  0.036
H  1.091  5.239  -8.706  0.036
C  2.985  -1.680  5.065  -1.040
Cl  4.688  -1.221  4.970  0.517
Cl  2.349  -1.497  6.707  0.523
H  2.418  -1.036  4.403  -0.063
H  2.886  -2.717  4.765  0.029
C  4.686  5.719  -0.090  -1.005
Cl  5.406  7.238  -0.620  0.528
Cl  5.333  4.336  -0.997  0.501
H  4.904  5.572  0.961  0.031
H  3.614  5.766  -0.248  0.021
C  -1.075  -2.270  5.534  -1.030
Cl  -1.730  -3.905  5.567  0.528
Cl  -2.353  -1.052  5.368  0.531
H  -0.539  -2.089  6.457  -0.004
H  -0.401  -2.183  4.687  -0.004


Repeat the second record exactly.
DFT (wB97M-V/def2-TZVPD) results for a molecular structure, C18H27AlF3O7 at a distorted geometry.

The calculation puts the calculated total energy at -1770.79654 Ha. The calculation puts the gap between HOMO and LUMO at 6.57 eV. Its lowest unoccupied orbital energy is 1.98 eV. As for the net charge: -1.

Last column: Löwdin charge in e.
Atoms and positions in Å:
O  4.431  -3.907  -2.580  -0.034
C  3.524  -3.111  -2.745  -0.417
C  3.628  -1.797  -3.423  -0.247
Al  2.341  -0.451  -2.513  0.366
C  0.732  -0.305  -3.818  -0.287
C  0.030  -1.688  -3.862  -0.223
C  -0.771  -1.928  -2.616  -0.248
F  -0.907  -0.914  -1.744  0.050
C  -1.402  -3.055  -2.322  -0.311
F  -1.318  -4.190  -3.009  0.115
F  -2.212  -3.154  -1.256  0.091
H  2.512  -3.363  -2.365  0.082
H  4.660  -1.453  -3.480  0.042
H  3.276  -1.964  -4.450  0.055
H  2.972  0.967  -2.314  -0.088
H  1.765  -1.147  -1.173  -0.055
H  0.049  0.479  -3.491  0.027
H  1.139  -0.061  -4.801  0.032
H  -0.599  -1.766  -4.751  0.103
H  0.835  -2.422  -3.906  0.084
O  -3.773  -7.952  3.107  0.111
C  -3.652  -7.141  2.236  -0.493
O  -4.663  -6.326  1.847  0.020
C  -4.253  -5.538  0.712  -0.152
C  -2.735  -5.520  0.764  -0.157
C  -2.424  -6.881  1.384  -0.073
H  -4.632  -6.015  -0.195  0.126
H  -4.686  -4.544  0.791  0.124
H  -2.275  -5.357  -0.205  0.101
H  -2.397  -4.728  1.432  0.124
H  -2.349  -7.667  0.631  0.130
H  -1.528  -6.863  1.997  0.125
O  3.277  2.211  -0.494  0.057
C  2.625  2.174  0.503  -0.493
O  2.239  1.018  1.101  0.006
C  1.373  1.297  2.209  -0.154
C  1.681  2.732  2.612  -0.159
C  2.059  3.358  1.274  -0.078
H  0.340  1.170  1.878  0.128
H  1.574  0.586  3.008  0.121
H  0.854  3.228  3.114  0.080
H  2.542  2.751  3.283  0.119
H  1.184  3.738  0.741  0.121
H  2.807  4.141  1.376  0.118
O  -0.033  5.027  3.969  0.111
C  -0.361  5.749  3.075  -0.488
O  -1.204  5.358  2.091  0.027
C  -1.323  6.392  1.100  -0.152
C  -0.927  7.677  1.816  -0.156
C  0.102  7.171  2.824  -0.072
H  -0.654  6.154  0.270  0.127
H  -2.345  6.415  0.730  0.124
H  -0.551  8.444  1.142  0.114
H  -1.788  8.087  2.345  0.116
H  1.108  7.140  2.403  0.131
H  0.100  7.744  3.746  0.123


Q: Among the records above, which one has the highest calculated total energy?
A: C18H26O6